Entry 1:
18
Properties=species:S:1:pos:R:3:forces:R:3:mulliken_charge:R:1 method="wB97M-V/def2-TZVPD" orbital_gap_ev="10.31 / 4.31" e_above_lowest_kj_mol=163.6 max_force_ev_per_a=3.131 spin_multiplicity=2 s2=0.7541 total_charge=+2
N -1.325 -0.151 0.861 0.0 -0.8 -0.2 -0.194
C -1.224 -0.728 -0.518 0.3 0.7 -0.2 -0.632
C 0.268 -1.099 -0.807 -1.1 -0.7 0.9 -0.479
N 0.385 -2.126 -1.819 2.6 1.7 -0.1 -0.065
H -1.221 -0.920 1.529 0.0 0.2 0.3 0.407
H -0.585 0.592 1.080 -0.1 0.4 0.3 0.237
H -2.258 0.244 1.018 0.1 0.1 0.0 0.414
H -1.870 -1.596 -0.603 -0.1 0.0 0.1 0.442
H -1.541 0.051 -1.206 -0.2 -0.1 -0.1 0.379
H 0.804 -0.187 -1.109 0.1 -0.2 -0.4 0.350
H 0.714 -1.500 0.102 0.1 0.0 0.0 0.441
H 0.483 -1.803 -2.792 -1.0 -0.3 -0.2 0.370
H 1.164 -2.768 -1.620 -0.7 -0.8 0.0 0.363
C 1.202 2.730 0.943 0.2 0.2 -0.1 -0.223
N 0.725 1.643 1.412 0.2 -0.1 0.8 -0.610
H 0.748 3.693 1.175 -0.7 -0.1 -0.7 0.277
H 2.099 2.752 0.320 0.4 0.1 0.7 0.265
H 1.489 0.979 1.581 -0.1 -0.3 -1.1 0.257


Entry 2:
16
Properties=species:S:1:pos:R:3:forces:R:3:mulliken_charge:R:1 method="wB97M-V/def2-TZVPD" orbital_gap_ev="7.62 / 7.62" e_above_lowest_kj_mol=423.2 max_force_ev_per_a=7.274 total_charge=+1
C 0.183 0.816 0.954 2.7 -0.6 -0.4 -0.734
C 1.510 0.851 0.674 0.4 0.7 0.7 -0.031
C -0.033 -1.211 -0.453 1.3 3.5 0.1 -0.216
C -0.999 1.101 -1.039 -6.3 -2.5 2.7 -0.839
N 0.085 -2.182 0.464 0.9 -0.3 -3.2 -0.351
N -0.730 0.054 0.027 3.0 -0.9 0.6 -0.094
S 2.260 -0.069 -0.556 -1.7 -0.8 0.2 -0.113
H -0.182 1.627 1.493 -1.5 0.8 1.0 0.518
H 2.191 1.595 1.261 -1.5 -1.4 -1.0 0.316
H -0.052 -1.159 -1.558 0.1 -1.4 0.9 0.461
H -1.822 0.699 -1.645 0.7 0.2 -0.6 0.404
H -1.502 1.831 -0.418 0.4 0.9 -0.4 0.420
H -0.122 1.319 -1.443 3.6 1.1 -1.9 0.362
H 0.877 -2.774 0.203 -0.7 -0.4 0.6 0.306
H -0.230 -2.162 1.398 -0.1 0.4 1.0 0.231
H -1.433 -0.336 0.638 -1.4 0.7 -0.2 0.360


Entry 3:
16
Properties=species:S:1:pos:R:3:forces:R:3:mulliken_charge:R:1 method="wB97M-V/def2-TZVPD" orbital_gap_ev=11.02 e_above_lowest_kj_mol=87.1 max_force_ev_per_a=3.176 smiles="NC(=O)C(O)O.C" total_charge=0
C -1.213 -0.474 -0.777 1.1 -0.3 1.0 0.203
O -2.346 -0.585 -0.004 -0.1 0.1 0.2 -0.537
O -1.499 -0.157 -2.114 0.1 0.3 -0.2 -0.513
H -2.348 0.188 0.602 0.1 -0.2 -0.2 0.346
H -2.361 -0.534 -2.331 0.1 0.0 0.1 0.313
H -0.641 -1.420 -0.741 -0.3 0.1 0.0 0.160
H 1.286 -1.225 0.960 0.5 0.2 0.9 0.113
C 1.828 -0.595 1.712 -0.5 -0.4 -0.7 -0.897
C -0.325 0.697 -0.177 -2.2 1.0 -2.0 0.537
N 0.639 1.139 -1.007 0.5 -0.3 0.5 -0.358
O -0.794 1.343 0.744 0.7 -0.5 0.6 -0.659
H 0.695 0.758 -1.936 0.1 0.0 0.1 0.209
H 1.093 2.012 -0.790 0.0 -0.1 -0.1 0.267
H 1.169 0.213 2.003 0.0 0.3 -0.2 0.232
H 2.734 -0.246 1.228 0.0 0.2 0.1 0.258
H 2.083 -1.113 2.628 0.0 -0.5 -0.1 0.327


Entry 4:
18
Properties=species:S:1:pos:R:3:forces:R:3:mulliken_charge:R:1 method="wB97M-V/def2-TZVPD" orbital_gap_ev=9.54 e_above_lowest_kj_mol=24.2 max_force_ev_per_a=4.426 smiles="NP(N)(=S)SC1=NCCS1" total_charge=0
C 0.207 0.081 -1.276 2.0 0.6 0.2 0.454
C -1.981 0.149 -0.961 1.0 3.9 1.8 -0.791
C -1.905 0.887 -2.265 2.1 -0.3 -0.2 -0.522
N -0.625 0.116 -0.327 -1.7 -0.4 -2.1 -0.268
N 0.743 0.379 2.083 -1.2 1.2 0.2 -0.541
N 2.812 -0.916 1.794 -1.4 -2.4 -1.7 -0.568
P 1.210 -0.926 1.182 3.8 1.5 -0.4 0.533
S 0.344 -2.613 1.270 -0.3 -0.1 0.2 -0.358
S -0.231 0.362 -2.969 -0.8 -0.4 0.7 -0.133
S 1.913 -0.117 -0.766 -1.2 -0.6 0.4 -0.233
H -2.530 0.801 -0.270 -0.5 -0.4 -0.2 0.294
H -2.370 -0.775 -0.944 -1.4 -3.4 -0.2 0.390
H -2.695 0.842 -2.989 -0.4 -0.3 -0.2 0.424
H -1.642 1.885 -1.991 -0.5 1.0 -0.1 0.273
H 0.776 1.340 1.688 -0.2 -1.3 0.2 0.287
H -0.155 0.140 2.461 -0.7 0.6 0.2 0.277
H 2.872 -1.607 2.526 0.8 0.5 0.3 0.239
H 3.255 -0.028 1.754 0.5 0.3 0.8 0.243


Entry 5:
18
Properties=species:S:1:pos:R:3:forces:R:3:mulliken_charge:R:1 method="wB97M-V/def2-TZVPD" orbital_gap_ev=9.22 e_above_lowest_kj_mol=91.9 max_force_ev_per_a=3.872 smiles="C[C@H](CF)N(C)C=S" total_charge=0
C -0.619 -1.439 -0.912 -1.7 0.6 -1.2 -1.321
C 0.041 -0.062 -0.741 -0.2 1.6 -1.1 0.210
C 1.586 -0.080 -0.945 -2.4 0.2 -3.0 -0.427
C -0.046 -0.014 1.766 -0.7 -1.0 1.9 -0.967
C -0.913 1.843 0.393 0.4 -2.3 0.3 -0.077
H -0.295 -2.228 -0.267 0.4 -0.2 0.6 0.317
H -0.614 -1.864 -1.947 0.4 0.7 0.7 0.348
H -1.700 -1.231 -0.710 0.8 -0.4 0.0 0.387
H -0.418 0.675 -1.530 1.1 -1.7 1.0 0.156
H 1.603 -0.308 -2.095 0.8 0.5 1.9 0.292
H 2.140 0.845 -0.696 -0.4 -0.5 0.0 0.309
H -1.031 -0.270 2.268 1.2 -0.6 -0.4 0.334
H 0.321 0.705 2.488 0.3 0.7 -0.3 0.390
H 0.766 -0.819 1.761 -1.7 0.8 -0.5 0.272
H -0.927 2.098 -0.667 -0.2 0.5 0.2 0.214
N -0.395 0.561 0.507 0.5 2.0 -1.2 0.174
F 2.030 -1.149 -0.269 1.4 -1.1 0.8 -0.275
S -1.528 2.736 1.598 0.1 0.3 0.2 -0.336